Record 1
DFT (wB97M-V/def2-TZVPD) results for C15H57B3N9NiO6 as an isolated structure.

```
91
Properties=species:S:1:pos:R:3
Ni 21.3997 10.3192 12.9566
B 22.0726 10.7177 10.1437
H 22.5452 11.4418 10.7891
H 21.0076 10.8048 10.2937
H 22.4564 10.8400 9.1428
H 22.3502 9.7567 10.5483
B 20.5206 12.8513 13.9732
H 21.5138 13.2638 13.8860
H 20.5619 11.9837 14.6135
H 19.8430 13.5668 14.4127
H 20.0784 12.5024 13.0529
B 19.6243 8.2090 13.3813
H 19.0889 9.0536 12.9762
H 18.8728 7.4860 13.6585
H 20.3794 7.9227 12.6657
H 20.2505 8.5076 14.2078
C 19.8325 -2.3360 15.2116
C 19.5590 -1.4789 13.9674
C 18.9971 -0.0671 14.3993
O 18.8972 0.8169 13.2194
C 18.0347 1.8060 13.6400
N 20.8022 -1.2687 13.1853
H 20.3818 -1.6808 15.8877
H 20.2198 -3.3511 15.1235
H 18.9564 -2.3712 15.8591
H 18.8157 -1.8827 13.2799
H 19.4642 0.5058 15.2003
H 18.0134 -0.3512 14.7732
H 17.5461 2.2822 12.7899
H 18.5838 2.5382 14.2320
H 17.1835 1.4448 14.2172
H 20.8134 -1.8671 12.3718
H 20.6681 -0.4041 12.6807
C 14.9636 8.6855 18.4374
C 15.2132 9.5622 17.1364
C 14.6638 10.8898 17.3551
O 13.2738 10.9846 17.8160
C 12.6302 12.1318 18.4300
N 16.6662 9.5837 17.0166
H 13.8816 8.7702 18.5390
H 15.5448 9.1850 19.2125
H 15.2451 7.6487 18.2530
H 14.8378 9.1783 16.1878
H 14.6973 11.4820 16.4407
H 15.3555 11.4533 17.9812
H 12.7563 11.9295 19.4936
H 11.5705 12.1665 18.1773
H 13.0256 13.1390 18.2987
H 16.8837 8.8218 16.3902
H 16.8889 10.3017 16.3421
C 25.0470 8.9417 16.4143
C 24.7896 10.4174 16.1553
C 25.8563 11.3766 16.8177
O 27.1940 11.2007 16.4286
C 28.0505 12.2282 16.9246
N 24.5648 10.6563 14.7399
H 24.5914 8.1080 15.8801
H 25.0931 8.6028 17.4493
H 26.0930 8.9839 16.1106
H 23.7699 10.6310 16.4759
H 25.7313 11.2186 17.8889
H 25.5885 12.3749 16.4715
H 29.0003 11.8821 16.5170
H 28.1640 12.0648 17.9963
H 27.8977 13.2403 16.5500
H 25.5005 10.4631 14.4124
H 24.5394 11.6433 14.5273
C 19.9009 4.9545 18.5150
O 18.8438 4.6299 17.9702
N 20.4343 4.4519 19.6518
N 20.6060 5.8806 17.9840
H 21.3142 4.8814 19.8996
H 20.0984 3.5886 20.0542
H 20.9229 6.6430 18.5656
H 20.0027 6.0496 17.1918
C 21.9220 6.4141 7.4700
O 22.0438 5.2843 7.0801
N 21.8291 6.7974 8.7607
N 21.8875 7.5509 6.8526
H 21.7890 6.1701 9.5513
H 21.8255 7.7214 9.1685
H 21.7290 8.4289 7.3259
H 22.1857 7.5244 5.8880
C 16.5553 7.3904 9.7186
O 15.9363 7.4450 8.6918
N 16.3030 8.1004 10.7460
N 17.5822 6.6262 9.8842
H 17.0704 8.1690 11.3991
H 15.7276 8.9230 10.6353
H 17.7998 5.8954 9.2219
H 17.9215 6.6081 10.8354
```

- Kohn-Sham gap (alpha / beta): 7.91 / 6.25 eV
- Total charge: -1
- Spin multiplicity: 3
- HOMO energy (alpha / beta): -7.35 / -7.35 eV

Löwdin population analysis, charges in e, atoms 1 to 8: Ni 1.118; B -0.401; H -0.083; H -0.077; H -0.060; H -0.105; B -0.388; H -0.083

=====

Record 2
DFT (wB97M-V/def2-TZVPD) results for C15H5Cl5F9NNiO4 as an isolated structure.

```
40
Properties=species:S:1:pos:R:3
Ni -0.6006 0.0411 -1.0452
Cl -3.4330 -3.9144 -0.5978
C -2.6778 -2.8598 0.5695
C -2.9065 -3.1792 1.9106
C -2.3444 -2.3943 2.9059
Cl -2.6643 -2.8410 4.5505
C -1.5492 -1.2837 2.5723
C -0.9312 -0.4206 3.5058
C -0.1640 0.6508 3.0665
C -0.0353 0.8305 1.7046
N -0.6068 0.0324 0.7839
C -1.3441 -0.9973 1.2011
C -1.8861 -1.7542 0.1703
O -1.6393 -1.4095 -1.0345
H -3.5205 -4.0367 2.1633
H -1.0452 -0.5799 4.5732
H 0.3180 1.3240 3.7634
H 0.5488 1.6464 1.2923
Cl -2.0144 4.5605 -0.8910
C -2.6045 3.3900 -2.1296
Cl -4.2984 2.9249 -1.7211
Cl -2.6439 4.2486 -3.7129
C -1.6872 2.1135 -2.1383
O -1.0888 1.8279 -3.2222
O -1.6190 1.4633 -1.0452
F 2.7568 2.1374 -2.1898
C 3.1203 1.4358 -1.0837
F 4.4776 1.4417 -1.0838
F 2.7568 2.1973 -0.0179
C 2.5299 0.0411 -1.0452
O 1.1729 0.0411 -1.0452
C 3.1203 -0.6895 -2.2338
F 4.4776 -0.6926 -2.2388
F 2.7568 -0.1473 -3.4262
F 2.7568 -1.9983 -2.2883
C 3.1203 -0.6229 0.1819
F 4.4776 -0.6258 0.1870
F 2.7568 -0.0158 1.3425
F 2.7568 -1.9267 0.3085
H -0.6006 0.0411 -2.5632
```

- Kohn-Sham gap (alpha / beta): 3.24 / 5.48 eV
- Total charge: -2
- Relative energy (zero: lowest compared OMol25 entry of this formula, charge and spin): 11.2 kJ/mol
- Spin multiplicity: 3
- HOMO energy (alpha / beta): 1.11 / -1.14 eV

Löwdin population analysis, charges in e, atoms 1 to 8: Ni 0.546; Cl 0.591; C -0.597; C -0.201; C -0.658; Cl 0.588; C -0.197; C -0.112

=====

Record 3
DFT (wB97M-V/def2-TZVPD) results for C15H60F3N30O15Y as an isolated structure.

```
124
Properties=species:S:1:pos:R:3
Y 0.2879 -0.1885 0.4172
F 0.0007 -1.2696 2.4337
F 2.4292 -0.4207 -0.5140
F -0.2482 -0.2643 -1.8271
C -2.9034 -1.2506 1.2391
O -1.9829 -0.8163 0.5642
N -4.0210 -0.5242 1.3625
N -2.8940 -2.4063 1.8614
H -4.7081 -0.8856 2.0085
H -4.0007 0.4176 0.9983
H -3.6697 -2.7430 2.4137
H -2.0617 -2.9351 1.6429
C -0.8843 -4.4254 4.6442
O -1.2420 -5.5389 5.0489
N 0.3184 -4.0864 4.2058
N -1.7619 -3.5603 4.2134
H 0.4940 -3.1326 3.9236
H 1.0868 -4.7368 4.1235
H -1.4435 -2.7539 3.6954
H -2.7244 -3.6286 4.5118
C 0.2255 -3.7764 0.1827
O 0.1501 -2.6559 -0.1675
N 1.2840 -4.2612 0.8273
N -0.8514 -4.5369 0.1957
H 1.2370 -5.1302 1.3398
H 2.0586 -3.6260 0.9562
H -0.7809 -5.4971 0.5010
H -1.6258 -4.3308 -0.4191
C 0.7597 3.4632 -0.8534
O 1.1257 2.4273 -0.3696
N -0.3790 3.9266 -0.5774
N 1.3945 4.2526 -1.6939
H -0.5941 4.7256 -1.1567
H -1.0555 3.4514 0.0027
H 2.3553 4.0124 -1.8920
H 0.8890 4.8074 -2.3698
C -4.3201 2.9443 0.0331
O -5.0930 3.4643 0.8061
N -3.2763 3.5489 -0.3407
N -4.3420 1.8108 -0.5419
H -2.8362 4.2544 0.2326
H -3.3041 3.6953 -1.3396
H -3.7865 1.9164 -1.3787
H -5.1935 1.2743 -0.6277
C -1.3766 1.8644 2.5153
O -0.7734 1.7251 1.4925
N -1.1164 1.2072 3.5514
N -2.3318 2.6623 2.6241
H -1.5109 1.4817 4.4397
H -0.5633 0.3650 3.4817
H -2.8106 2.8451 3.4944
H -2.7280 3.0050 1.7606
C 2.2168 -3.1199 -3.2011
O 2.4717 -4.1324 -3.7858
N 2.7450 -2.8776 -2.0160
N 1.4661 -2.1368 -3.6091
H 2.5831 -2.0104 -1.5242
H 3.3121 -3.6433 -1.6808
H 1.2376 -2.0455 -4.5887
H 1.1228 -1.4388 -2.9649
C 0.8121 4.9753 3.5308
O 1.6293 4.6616 4.3548
N -0.3413 5.5181 3.7655
N 0.7472 4.6669 2.2623
H -0.4817 6.0244 4.6281
H -1.0004 5.4970 3.0005
H 1.4582 3.9859 2.0369
H 0.0913 5.0874 1.6195
C -2.4081 2.6328 -3.9910
O -2.9907 2.9724 -2.9921
N -2.5481 3.3260 -5.0400
N -1.5899 1.6542 -4.2700
H -1.7555 3.3864 -5.6632
H -3.0539 4.1984 -4.9838
H -1.2896 1.0222 -3.5416
H -1.1858 1.4422 -5.1710
C 2.3843 1.0142 3.0496
O 1.9169 0.7333 1.9645
N 3.3368 1.8731 3.2625
N 2.1252 0.4623 4.1761
H 3.7378 2.4830 2.5644
H 3.4516 2.1253 4.2338
H 2.5205 0.8396 5.0255
H 1.3525 -0.1823 4.0891
C 2.9657 1.3461 -4.0343
O 3.6412 1.9031 -4.9007
N 3.4325 0.3666 -3.2276
N 1.6304 1.4300 -3.7302
H 4.4300 0.2348 -3.1387
H 2.7517 -0.0612 -2.6165
H 1.2954 0.8118 -3.0051
H 0.8997 1.9396 -4.2061
C 4.8899 2.9908 0.2289
O 5.9388 3.4529 -0.0576
N 4.5532 1.7983 -0.1270
N 3.8283 3.4698 0.6564
H 3.6083 1.4420 -0.1091
H 5.1892 1.3081 -0.7396
H 3.8191 4.4479 0.9080
H 3.0487 2.8278 0.6454
C 4.8158 -2.4417 1.2440
O 4.1037 -3.2602 0.6849
N 4.7445 -1.2140 0.8888
N 5.5556 -2.6184 2.3579
H 5.1591 -0.5185 1.4925
H 4.0678 -0.8938 0.2109
H 5.2792 -3.3561 2.9899
H 6.0263 -1.8019 2.7209
C -4.8071 -4.1666 -1.3478
O -5.6522 -4.6166 -0.5007
N -3.8486 -3.2928 -0.9639
N -4.6505 -4.5846 -2.5748
H -3.2245 -2.9011 -1.6547
H -4.0452 -2.8882 -0.0596
H -4.1823 -4.0629 -3.3019
H -5.2053 -5.3708 -2.8816
C -2.0683 -2.7790 -3.9043
O -2.8479 -3.2364 -4.6556
N -2.0779 -1.4982 -3.6422
N -1.4684 -3.5342 -3.0952
H -1.5348 -1.0616 -2.9111
H -2.8196 -1.0601 -4.1694
H -0.8918 -3.2144 -2.3302
H -1.3244 -4.4984 -3.3591
```

- Kohn-Sham gap: 3.74 eV
- Relative energy (zero: lowest compared OMol25 entry of this formula, charge and spin): 0.0 kJ/mol
- Spin multiplicity: 1
- HOMO energy: -8.73 eV

Löwdin population analysis, charges in e, atoms 1 to 8: Y 1.658; F -0.488; F -0.499; F -0.512; C -0.707; O -0.075; N 0.201; N 0.190

=====

| no. | DFT total energy (eV) |
| --- | --- |
| 1 | -85235.07299 |
| 2 | -153429.49614 |
| 3 | -101156.88847 |